# C32H32B2N5O17

A molecular structure, C32H32B2N5O17 (wB97M-V/def2-TZVPD, the Open Molecules 2025 dataset).

Positions of all 88 atoms, in Å:
N (0.17, 0.93, 0.11)
H (0.58, 1.91, 0.33)
H (0.63, 0.70, -0.80)
H (-0.84, 0.90, -0.15)
H (0.42, 0.26, 0.87)
O (2.61, -0.38, 1.39)
C (2.64, -0.95, 0.36)
O (3.00, -2.18, 0.12)
B (3.06, -2.34, -1.35)
O (2.61, -1.08, -1.94)
C (2.28, -0.25, -0.98)
O (1.80, 0.83, -1.11)
O (2.29, -3.51, -1.85)
C (3.11, -4.32, -2.55)
O (2.81, -5.27, -3.14)
C (4.53, -3.70, -2.54)
O (4.44, -2.58, -1.83)
O (5.41, -4.02, -3.13)
O (0.49, 1.28, -2.59)
C (1.45, 1.15, -3.27)
O (2.72, 1.14, -2.87)
B (3.62, 0.81, -4.01)
O (2.76, 1.07, -5.19)
C (1.48, 1.07, -4.83)
O (0.52, 0.91, -5.48)
O (4.06, -0.57, -3.90)
C (5.30, -0.72, -4.35)
O (5.78, -1.75, -4.54)
C (5.89, 0.70, -4.37)
O (4.90, 1.56, -4.09)
O (7.02, 0.94, -4.56)
C (-4.38, -1.31, 2.32)
C (-5.42, -0.39, 1.69)
C (-5.16, 0.83, 2.61)
O (-3.76, 0.91, 2.66)
C (-3.17, -0.40, 2.64)
H (-4.21, -2.18, 1.69)
H (-4.60, -1.76, 3.29)
H (-6.43, -0.75, 1.86)
H (-5.26, -0.14, 0.65)
H (-5.65, 0.58, 3.56)
H (-5.65, 1.68, 2.15)
H (-2.74, -0.77, 3.58)
H (-2.39, -0.34, 1.89)
N (-2.35, 1.70, -1.10)
C (-2.73, 1.56, -2.37)
C (-4.05, 1.54, -2.76)
C (-5.04, 1.94, -1.86)
C (-4.65, 2.09, -0.54)
C (-3.31, 2.00, -0.25)
H (-1.96, 1.22, -3.05)
H (-4.34, 1.23, -3.75)
H (-6.10, 2.03, -2.07)
H (-5.32, 2.41, 0.24)
H (-3.04, 2.10, 0.80)
N (-3.00, -4.59, -0.66)
C (-2.75, -3.33, -0.94)
C (-2.16, -2.47, -0.02)
C (-1.84, -2.94, 1.22)
C (-2.05, -4.27, 1.47)
C (-2.66, -5.06, 0.51)
H (-3.27, -2.92, -1.80)
H (-2.17, -1.43, -0.31)
H (-1.41, -2.21, 1.89)
H (-1.64, -4.76, 2.35)
H (-2.92, -6.08, 0.74)
N (1.66, 3.29, 0.57)
C (2.50, 3.76, -0.36)
C (3.30, 4.85, -0.12)
C (3.16, 5.60, 1.01)
C (2.37, 5.05, 2.02)
C (1.69, 3.90, 1.75)
H (2.43, 3.24, -1.30)
H (3.99, 5.13, -0.91)
H (3.70, 6.52, 1.17)
H (2.31, 5.60, 2.95)
H (1.02, 3.52, 2.52)
N (0.43, -0.54, 2.65)
C (0.07, 0.18, 3.69)
C (0.62, 0.00, 4.95)
C (1.60, -0.94, 5.08)
C (2.03, -1.69, 4.02)
C (1.44, -1.41, 2.80)
H (-0.74, 0.88, 3.53)
H (0.26, 0.61, 5.77)
H (1.95, -1.27, 6.06)
H (2.71, -2.52, 4.12)
H (1.57, -2.02, 1.90)

- Energy above the lowest of the compared OMol25 structures with the same formula, charge and spin: 7.644 eV
- Kohn-Sham gap: 8.417 eV
- Total charge: -1
- Spin multiplicity: 1

Let us look at the Löwdin charges, expressed in e, one per atom:
1. N 0.2093
2. H 0.1038
3. H -0.0195
4. H 0.0772
5. H 0.0797
6. O 0.1299
7. C -0.3849
8. O 0.2702
9. B -0.8355
10. O 0.2708
11. C -0.2764
12. O -0.0137
13. O 0.2184
14. C -0.3974
15. O 0.1874
16. C -0.4794
17. O 0.2212
18. O 0.2382
19. O 0.1332
20. C -0.3246
21. O 0.1574
22. B -0.8453
23. O 0.2326
24. C -0.3864
25. O 0.1615
26. O 0.2141
27. C -0.4029
28. O 0.2152
29. C -0.4086
30. O 0.2203
31. O 0.1806
32. C -0.1626
33. C -0.1408
34. C -0.2267
35. O -0.1558
36. C -0.1899
37. H 0.0924
38. H 0.1170
39. H 0.1125
40. H 0.0936
41. H 0.1195
42. H 0.0999
43. H 0.1148
44. H 0.0858
45. N 0.0589
46. C -0.1198
47. C -0.0592
48. C -0.0656
49. C -0.0925
50. C -0.1481
51. H 0.1061
52. H 0.1061
53. H 0.1073
54. H 0.0930
55. H 0.1054
56. N 0.0570
57. C -0.1372
58. C -0.0814
59. C -0.1096
60. C -0.0660
61. C -0.1651
62. H 0.1077
63. H 0.0991
64. H 0.0793
65. H 0.1049
66. H 0.1023
67. N 0.0556
68. C -0.0841
69. C -0.0645
70. C -0.0699
71. C -0.0697
72. C -0.1482
73. H 0.1162
74. H 0.1128
75. H 0.1059
76. H 0.1007
77. H 0.1096
78. N 0.0405
79. C -0.1557
80. C -0.0781
81. C -0.0912
82. C -0.0363
83. C -0.1724
84. H 0.1052
85. H 0.0982
86. H 0.1069
87. H 0.1128
88. H 0.1173

# C32H32BrN6O6Sn

A molecular structure, C32H32BrN6O6Sn (wB97M-V/def2-TZVPD, the Open Molecules 2025 dataset).

Positions of all 78 atoms, in Å:
Sn (-0.38, 0.61, -0.52)
O (-2.76, -3.01, 5.80)
C (-3.50, -1.95, 5.45)
O (-4.44, -1.60, 6.10)
C (-3.12, -1.20, 4.19)
C (-4.08, -0.35, 3.64)
C (-3.82, 0.35, 2.48)
C (-2.57, 0.24, 1.87)
C (-1.61, -0.59, 2.44)
C (-1.87, -1.31, 3.59)
N (-2.24, 0.92, 0.65)
C (-2.98, 1.84, 0.15)
C (-2.68, 2.46, -1.13)
C (-3.43, 3.49, -1.65)
C (-3.09, 3.99, -2.91)
C (-2.02, 3.44, -3.60)
C (-1.29, 2.43, -2.99)
N (-1.64, 1.96, -1.79)
H (-2.04, -3.22, 5.19)
H (-5.03, -0.26, 4.14)
H (-4.61, 0.97, 2.07)
H (-0.63, -0.65, 2.00)
H (-1.08, -1.92, 3.99)
H (-3.89, 2.19, 0.65)
H (-4.25, 3.90, -1.08)
H (-3.67, 4.79, -3.35)
H (-1.74, 3.79, -4.58)
H (-0.42, 1.98, -3.46)
C (2.80, 2.19, -2.33)
N (3.03, 0.85, -2.86)
C (4.31, 0.65, -3.54)
C (4.22, -0.51, -4.51)
C (3.67, -1.72, -3.79)
N (2.42, -1.37, -3.10)
C (1.49, -2.46, -2.83)
C (2.17, -0.14, -2.64)
O (1.06, 0.06, -1.99)
H (3.02, 2.93, -3.10)
H (3.46, 2.38, -1.48)
H (1.78, 2.31, -2.00)
H (5.09, 0.47, -2.80)
H (4.57, 1.57, -4.07)
H (5.21, -0.73, -4.91)
H (3.57, -0.25, -5.35)
H (4.39, -2.10, -3.06)
H (3.46, -2.52, -4.49)
H (1.51, -3.16, -3.67)
H (0.49, -2.08, -2.71)
H (1.78, -3.01, -1.93)
Br (1.95, 0.19, 3.84)
C (2.37, 1.97, 3.39)
C (3.17, 2.68, 4.27)
C (3.47, 4.00, 3.98)
C (3.00, 4.62, 2.83)
C (2.22, 3.92, 1.93)
C (1.88, 2.59, 2.17)
C (1.05, 1.87, 1.16)
O (0.70, 2.44, 0.11)
O (0.67, 0.65, 1.30)
H (3.54, 2.22, 5.17)
H (4.09, 4.56, 4.67)
H (3.25, 5.66, 2.63)
H (1.86, 4.40, 1.03)
N (-0.70, -5.90, 1.62)
C (-0.74, -4.56, 1.66)
O (-0.40, -3.88, 2.61)
C (-1.25, -3.85, 0.42)
C (-2.13, -4.36, -0.52)
C (-2.57, -3.54, -1.56)
C (-2.14, -2.23, -1.61)
N (-1.29, -1.75, -0.70)
C (-0.84, -2.53, 0.28)
H (-0.37, -6.39, 2.44)
H (-0.99, -6.45, 0.84)
H (-2.51, -5.37, -0.45)
H (-3.25, -3.92, -2.31)
H (-2.49, -1.56, -2.38)
H (-0.15, -2.12, 1.00)

- Energy above the lowest of the compared OMol25 structures with the same formula, charge and spin: 0.000 eV
- Kohn-Sham gap: 5.765 eV
- Total charge: +3
- Spin multiplicity: 1

Let us look at the Löwdin charges, expressed in e, one per atom:
1. Sn 1.5673
2. O 0.1614
3. C -0.4645
4. O 0.1730
5. C -0.0723
6. C 0.0396
7. C 0.0213
8. C -0.2191
9. C -0.0440
10. C 0.0163
11. N 0.0318
12. C 0.0056
13. C -0.2379
14. C 0.0641
15. C 0.0449
16. C 0.0312
17. C -0.0460
18. N 0.0087
19. H 0.1012
20. H 0.1429
21. H 0.1170
22. H 0.0461
23. H 0.1138
24. H 0.1530
25. H 0.1470
26. H 0.1445
27. H 0.1394
28. H 0.1309
29. C 0.0046
30. N -0.0463
31. C -0.1139
32. C -0.1281
33. C -0.1126
34. N -0.0480
35. C 0.0030
36. C -0.3839
37. O -0.1390
38. H 0.1099
39. H 0.1153
40. H 0.0485
41. H 0.1460
42. H 0.1366
43. H 0.1390
44. H 0.1336
45. H 0.1455
46. H 0.1352
47. H 0.1068
48. H 0.0610
49. H 0.1094
50. Br 0.8875
51. C -0.5599
52. C -0.0946
53. C -0.0122
54. C -0.0356
55. C -0.0069
56. C -0.1335
57. C -0.5387
58. O -0.0217
59. O -0.1572
60. H 0.1182
61. H 0.1317
62. H 0.1247
63. H 0.1244
64. N 0.2217
65. C -0.4775
66. O 0.0721
67. C -0.0681
68. C 0.0557
69. C 0.0091
70. C -0.0949
71. N 0.0140
72. C -0.0728
73. H 0.1415
74. H 0.1153
75. H 0.1376
76. H 0.1340
77. H 0.1295
78. H 0.1165

# C32H32FN5O5SeW

A molecular structure, C32H32FN5O5SeW (wB97M-V/def2-TZVPD, the Open Molecules 2025 dataset).

Positions of all 77 atoms, in Å:
W (-0.05, 0.57, 0.09)
O (-1.14, -0.02, 1.48)
C (-2.11, 0.44, 2.27)
C (-2.09, 0.21, 3.65)
C (-3.11, 0.68, 4.45)
C (-4.19, 1.37, 3.90)
C (-4.24, 1.59, 2.54)
C (-3.20, 1.15, 1.70)
C (-3.26, 1.37, 0.29)
N (-2.30, 1.06, -0.53)
C (-2.54, 1.33, -1.95)
C (-1.16, 1.44, -2.62)
N (-0.40, 0.32, -2.09)
C (-0.01, -0.63, -2.88)
C (0.62, -1.82, -2.42)
C (1.09, -2.77, -3.34)
C (1.71, -3.92, -2.91)
C (1.91, -4.13, -1.55)
C (1.44, -3.24, -0.61)
C (0.75, -2.09, -1.02)
O (0.20, -1.28, -0.13)
H (-1.27, -0.37, 4.05)
H (-3.07, 0.51, 5.51)
H (-5.00, 1.70, 4.53)
H (-5.08, 2.12, 2.11)
H (-4.17, 1.83, -0.08)
H (-3.13, 2.23, -2.10)
H (-3.07, 0.46, -2.37)
H (-0.67, 2.39, -2.32)
H (-1.25, 1.41, -3.72)
H (-0.16, -0.54, -3.95)
H (0.95, -2.59, -4.40)
H (2.06, -4.65, -3.63)
H (2.42, -5.02, -1.22)
H (1.57, -3.41, 0.45)
C (6.02, 4.64, 1.77)
C (5.91, 3.28, 2.46)
N (4.60, 2.66, 2.27)
C (4.42, 1.97, 1.14)
C (3.29, 1.25, 0.87)
C (3.00, 0.63, -0.49)
O (3.86, 0.20, -1.22)
O (1.72, 0.69, -0.78)
C (2.28, 1.13, 1.86)
O (1.28, 0.34, 1.72)
C (2.41, 2.00, 2.99)
C (1.32, 2.14, 3.86)
C (1.33, 3.13, 4.80)
F (0.27, 3.24, 5.63)
C (2.42, 4.03, 4.93)
C (3.54, 3.79, 4.15)
C (3.56, 2.81, 3.15)
N (2.31, 5.13, 5.76)
C (3.41, 5.84, 6.34)
C (3.61, 7.21, 5.64)
N (2.34, 7.60, 4.99)
C (1.19, 7.30, 5.87)
C (1.03, 5.77, 5.97)
H (7.02, 5.04, 1.91)
H (5.29, 5.35, 2.17)
H (5.84, 4.54, 0.70)
H (6.12, 3.36, 3.53)
H (6.66, 2.61, 2.04)
H (5.22, 1.99, 0.41)
H (0.46, 1.51, 3.74)
H (4.39, 4.45, 4.26)
H (4.33, 5.26, 6.29)
H (3.20, 6.00, 7.40)
H (4.40, 7.18, 4.89)
H (3.88, 7.97, 6.38)
H (2.22, 7.06, 4.12)
H (2.35, 8.60, 4.74)
H (0.27, 7.74, 5.46)
H (1.38, 7.75, 6.85)
H (0.34, 5.44, 5.19)
H (0.59, 5.51, 6.95)
Se (0.02, 2.85, 0.55)

- Kohn-Sham gap: 7.053 eV
- Total charge: +2
- Spin multiplicity: 1

Let us look at the Löwdin charges, expressed in e, one per atom:
1. W 1.5616
2. O -0.2735
3. C -0.2907
4. C 0.0018
5. C -0.0445
6. C -0.0649
7. C -0.0128
8. C -0.1415
9. C -0.0678
10. N -0.0896
11. C -0.1718
12. C -0.1949
13. N -0.1082
14. C -0.0168
15. C -0.1230
16. C -0.0072
17. C -0.0555
18. C -0.0324
19. C 0.0211
20. C -0.2696
21. O -0.2098
22. H 0.1275
23. H 0.1158
24. H 0.1116
25. H 0.1202
26. H 0.1498
27. H 0.1305
28. H 0.1370
29. H 0.0916
30. H 0.1306
31. H 0.1533
32. H 0.1224
33. H 0.1138
34. H 0.1182
35. H 0.1274
36. C -0.0508
37. C -0.1696
38. N -0.0178
39. C 0.0643
40. C -0.0135
41. C -0.5061
42. O 0.1446
43. O -0.2486
44. C -0.3303
45. O -0.1704
46. C -0.0718
47. C 0.0888
48. C -0.1802
49. F 0.0852
50. C -0.1331
51. C 0.0692
52. C -0.1043
53. N -0.0982
54. C -0.1077
55. C -0.0729
56. N 0.0613
57. C -0.0759
58. C -0.1104
59. H 0.0885
60. H 0.0622
61. H 0.0844
62. H 0.1255
63. H 0.1358
64. H 0.1643
65. H 0.1265
66. H 0.0997
67. H 0.1361
68. H 0.1422
69. H 0.1334
70. H 0.1433
71. H 0.1956
72. H 0.1975
73. H 0.1459
74. H 0.1441
75. H 0.1343
76. H 0.1461
77. Se 0.3830

| no. | highest occupied orbital energy (eV) |
| --- | --- |
| 1 | -6.5009 |
| 2 | -15.9893 |
| 3 | -12.4751 |